{"formula": "C7H10NOS", "method": "ωB97M-V/def2-TZVPD", "homo_lumo_gap_ev": [6.0, 6.7], "mol_weight_g_mol": 156.2, "e_above_lowest_kcal_mol": 49.60, "total_charge": 1, "multiplicity": 3, "e_tot_ev": -21781.7566, "e_homo_ev": [-9.7, -12.8], "elements": ["C", "C", "C", "C", "C", "C", "C", "N", "O", "S", "H", "H", "H", "H", "H", "H", "H", "H", "H", "H"], "xyz": [[-0.51, -1.98, -0.38], [-1.80, -1.77, -0.58], [0.07, -0.87, 0.29], [-0.82, 0.12, 0.53], [-0.83, 1.55, 1.14], [1.57, -0.75, 0.34], [-1.21, 2.57, 0.12], [2.09, -0.11, -0.89], [-0.46, 2.96, -0.73], [-2.42, -0.34, 0.14], [0.14, -2.72, -0.99], [-2.59, -2.47, -0.96], [-1.57, 1.55, 2.05], [0.13, 1.67, 1.58], [1.97, -1.78, 0.48], [-2.30, 2.81, 0.26], [2.02, 0.81, -0.72], [1.57, -0.43, -1.79], [3.02, -0.43, -1.14], [1.94, -0.37, 1.25]]}